# 1
Here is a structure of composition C20H45F6N3O7Sr at a distorted geometry from the OMol25 dataset. Energies are from ωB97M-V/def2-TZVPD.

Results
**HOMO-LUMO gap**: 8.45 eV
**Largest force on an atom**: 3.644 eV Å⁻¹
**HOMO energy**: -8.2 eV
**Energy**: -57412.163 eV
**Multiplicity**: 1

```
82
Properties=species:S:1:pos:R:3:forces:R:3
Sr -0.665869 0.257500 -0.371973 -0.523 -0.862 -0.502
C 0.517971 -3.227030 0.812437 -1.766 1.744 2.668
O 1.760071 -2.786860 1.446937 1.752 0.645 -0.187
O -0.284579 -2.117360 0.571167 1.673 -1.775 -1.071
C 0.845121 -4.298120 -0.246903 2.398 0.858 1.449
F 1.690781 -5.233370 0.255077 -0.220 -0.848 1.537
F -0.158809 -4.947430 -0.725283 -2.118 -0.544 -0.801
F 1.602201 -3.844680 -1.210133 0.350 1.744 -2.555
C 2.380671 -3.336430 2.643117 -0.483 -0.038 -0.034
C 3.837331 -2.856890 2.925287 -0.614 -1.194 -1.134
H 3.952961 -1.853750 2.514867 0.264 0.056 0.537
H 4.036021 -3.004020 3.986877 -0.252 0.784 0.152
H 4.587991 -3.521060 2.496927 -0.056 0.142 -0.646
H 2.308121 -4.424010 2.643847 0.123 -0.058 -0.092
H 1.875261 -2.982610 3.541707 -0.797 0.035 -0.110
H 0.041481 -3.795500 1.611127 -0.360 -0.718 0.190
C -2.210749 2.642900 -3.069083 1.022 -1.672 0.057
O -1.229579 3.607390 -3.363893 -0.606 -0.040 0.684
O -1.724449 1.872000 -2.007873 -1.670 1.389 -0.626
C -3.667979 3.326350 -3.157203 2.174 -1.099 2.588
F -3.685939 4.408780 -2.370433 -0.431 0.785 -0.121
F -4.036429 3.655240 -4.388403 -0.184 0.087 -0.211
F -4.564279 2.474810 -2.653953 -0.731 -0.326 -0.167
C -1.388719 4.399770 -4.504603 2.369 0.551 -0.333
C 0.076331 4.663330 -4.898403 0.546 0.311 -0.943
H 0.709991 3.782190 -4.999213 -0.549 -0.615 0.262
H 0.180031 5.092860 -5.894823 -0.287 0.498 -0.040
H 0.653141 5.278310 -4.207613 -0.476 0.264 0.199
H -1.854729 5.354770 -4.261903 -0.339 0.017 -0.051
H -1.894309 3.946280 -5.357143 -0.196 -0.347 0.226
H -2.284369 1.997670 -3.944503 -0.030 -0.496 -0.667
C -4.743879 1.352130 0.852057 -0.521 -1.400 0.848
C -3.612839 0.648710 1.639457 1.069 -1.028 -2.223
C -3.334159 -0.860610 1.233817 -1.142 -0.636 0.175
O -3.023329 -1.065020 -0.153193 0.515 1.148 -0.381
C -3.196639 -2.405360 -0.675433 -0.676 0.958 1.058
N -2.398979 1.404070 1.363677 0.706 0.493 0.119
H -4.726199 1.382580 -0.237373 1.009 -0.252 -0.024
H -4.780849 2.385380 1.197207 -0.550 -0.125 0.186
H -5.621679 0.735850 1.046387 -0.644 0.676 0.297
H -3.705589 0.744950 2.721227 -0.856 -0.671 -0.038
H -4.224669 -1.428020 1.504267 -0.565 -0.097 -0.288
H -2.568459 -1.409800 1.781717 0.560 0.734 0.494
H -4.279469 -2.521560 -0.629733 -0.055 -0.768 -0.110
H -2.646859 -3.120700 -0.063783 -0.052 -0.042 -0.040
H -2.873989 -2.469290 -1.714623 0.171 0.397 0.192
H -2.636789 2.054760 0.628727 0.300 0.495 -0.204
H -2.254689 1.932580 2.212187 0.725 0.431 -0.288
C -0.129909 -0.451730 4.124517 1.038 0.197 -1.208
C 0.734581 0.645350 3.428787 0.084 -0.198 0.717
C 2.203441 0.657510 3.903897 -0.613 0.350 0.344
O 2.340371 0.629720 5.346257 -1.352 -1.508 -1.976
C 3.600841 0.955100 5.795457 0.556 2.262 0.383
N 0.699611 0.447730 1.948697 0.095 -0.365 0.823
H -1.159449 -0.232900 3.841217 -0.143 -0.226 0.589
H 0.111911 -0.569260 5.180837 -0.475 0.609 0.045
H 0.126371 -1.423120 3.701647 -0.058 -0.107 -0.312
H 0.286661 1.601340 3.699977 0.021 0.186 -0.207
H 2.635801 1.567110 3.486997 0.288 0.373 0.205
H 2.690941 -0.153070 3.362227 0.381 -0.532 0.564
H 4.459751 0.660700 5.192387 -0.107 -0.849 0.073
H 3.690771 0.777960 6.867207 0.077 -0.736 -0.206
H 3.630561 2.043610 5.746987 0.456 0.560 0.001
H 0.976711 -0.519130 1.856477 -0.422 -0.986 -0.400
H 1.461471 0.870590 1.437957 0.512 0.948 0.389
C 1.383781 -0.704910 -4.696273 2.806 -0.193 0.978
C 1.336531 -0.915770 -3.145963 -1.247 -0.417 -2.046
C 2.157901 0.169980 -2.380603 -2.092 -1.270 -0.148
O 2.117821 -0.053860 -0.984773 1.113 -0.762 1.321
C 3.314981 -0.667640 -0.386013 0.292 1.278 -0.815
N -0.137179 -0.809020 -2.941863 0.123 0.656 1.664
H 0.914341 -1.500530 -5.274823 -0.416 0.308 0.231
H 2.439821 -0.745180 -4.963223 0.268 -0.021 -0.494
H 1.088491 0.316230 -4.937453 -0.494 -0.175 -0.130
H 1.527711 -1.949270 -2.857113 0.766 0.139 0.008
H 1.461391 0.997530 -2.515233 0.753 0.952 -0.269
H 3.173851 0.312380 -2.748933 -0.158 0.137 -0.153
H 4.174121 -0.012740 -0.531223 -0.058 0.751 -0.130
H 3.702721 -1.557420 -0.882023 -1.015 -0.601 0.212
H 3.216941 -0.731340 0.697707 -0.583 -0.515 -0.395
H -0.434479 0.015210 -3.444223 -0.367 0.470 0.096
H -0.574789 -1.562840 -3.452103 -0.006 -0.309 0.215
```
Forces are in eV/Å.

Mulliken atomic charge list, values in e, 6 entries:
1. Sr 1.760
2. C -0.518
3. O -0.320
4. O -0.181
5. C 0.744
6. F -0.331

---

# 2
Here is a cluster of 3 separate species, C20H45FN3O3 in total at a distorted geometry from the OMol25 dataset. Energies are from ωB97M-V/def2-TZVPD.

Results
**Total charge**: +1
**HOMO-LUMO gap**: 9.05 eV
**Largest force on an atom**: 1.683 eV Å⁻¹
**HOMO energy**: -12.8 eV
**Energy**: -34790.441 eV
**Multiplicity**: 1

```
72
Properties=species:S:1:pos:R:3:forces:R:3
C 3.169525 0.062827 -0.935209 0.071 0.224 -0.132
N 3.482466 1.496040 -1.105970 -0.469 -0.289 0.224
C 3.031307 2.298342 -0.014315 1.450 -0.536 -0.289
N 2.037382 3.332441 -0.470261 -0.085 -0.122 0.878
C 0.949497 2.796935 -1.336441 -0.899 0.413 -1.362
O 0.554924 3.826752 -2.214665 -0.804 0.225 0.872
N 1.082293 3.595463 -3.558961 0.456 -0.687 -1.176
O 0.248365 3.638886 -4.346102 0.190 0.425 0.442
C -0.298007 2.387686 -0.548305 -0.039 0.316 0.306
O 0.008665 2.041337 0.773210 0.505 -0.209 -0.087
C 0.558650 3.119025 1.512612 -0.405 -0.176 0.174
C 1.392534 4.072715 0.669635 -0.341 0.125 0.156
C 2.372447 4.969742 1.438322 0.917 -1.014 -0.353
C 3.060400 4.387075 2.648323 -0.021 0.476 0.271
F 1.706334 6.090612 1.811903 -0.634 0.586 0.137
H 2.214994 -0.073770 -0.440296 -0.234 0.150 0.119
H 3.930086 -0.416191 -0.330661 0.116 -0.332 0.098
H 3.086465 -0.427495 -1.892300 0.166 -0.158 -0.332
H 4.472883 1.602535 -1.264470 -0.023 0.176 -0.106
H 2.641256 1.681285 0.783244 -0.677 0.159 0.112
H 3.868957 2.841781 0.400783 0.042 0.433 0.139
H 2.550317 4.030911 -1.013274 -0.063 -0.182 -0.267
H 1.277207 1.969335 -1.950883 0.786 -0.208 0.318
H -1.037604 3.187103 -0.595771 -0.029 0.215 -0.006
H -0.720704 1.524798 -1.037257 -0.187 -0.334 -0.016
H -0.239678 3.711585 1.952563 -0.200 0.167 0.130
H 1.095427 2.664449 2.333312 0.292 -0.092 0.062
H 0.705699 4.755385 0.183816 -0.065 0.247 -0.251
H 3.148548 5.260535 0.725264 0.105 0.271 -0.158
H 2.370116 3.975612 3.366818 -0.247 -0.280 0.153
H 3.842116 3.678996 2.414607 0.036 -0.314 -0.140
H 3.540056 5.214342 3.154646 0.221 0.231 0.079
C 2.094716 -3.650783 -4.015689 -0.090 -0.098 0.006
C 0.584292 -3.657870 -3.796621 0.117 0.134 -0.057
C 0.121859 -2.653175 -2.743345 -0.086 -0.023 0.045
C 0.668650 -2.896889 -1.335323 0.099 0.061 -0.002
C 0.352527 -4.268980 -0.743404 -0.110 0.045 0.084
C -1.142153 -4.521497 -0.568780 0.097 -0.065 -0.001
H 2.636423 -3.932112 -3.111004 0.016 0.009 -0.007
H 2.371538 -4.360105 -4.795650 0.048 0.026 -0.003
H 2.437633 -2.660899 -4.327299 0.018 0.005 0.017
H 0.256395 -4.665104 -3.529759 -0.029 0.013 0.021
H 0.092412 -3.415881 -4.741671 -0.034 -0.045 0.006
H -0.971160 -2.648428 -2.713473 0.002 0.008 0.021
H 0.416966 -1.645343 -3.061313 0.009 -0.004 -0.035
H 0.265231 -2.123604 -0.669279 -0.020 -0.022 0.022
H 1.755195 -2.756117 -1.336737 -0.002 -0.009 -0.014
H 0.837215 -4.344056 0.233659 0.035 -0.019 -0.019
H 0.789268 -5.057399 -1.361148 0.032 0.025 -0.014
H -1.590275 -3.767010 0.082147 0.037 -0.089 -0.060
H -1.314750 -5.498535 -0.117008 -0.038 0.008 0.006
H -1.669981 -4.504604 -1.523310 -0.022 0.011 0.005
C -5.826966 -0.753593 2.669364 0.070 0.076 0.091
C -4.584607 0.082163 2.375265 -0.108 -0.026 -0.094
C -3.778060 -0.432265 1.183484 0.070 0.036 -0.002
C -3.204835 -1.841097 1.349928 -0.055 0.022 0.026
C -2.295636 -2.026176 2.564027 0.073 -0.016 -0.128
C -1.049072 -1.149586 2.514426 -0.008 -0.014 0.132
H -5.570563 -1.780276 2.933521 -0.017 -0.010 -0.015
H -6.383172 -0.329757 3.505948 -0.034 -0.028 -0.013
H -6.491616 -0.779212 1.803937 0.005 -0.039 -0.008
H -3.954997 0.131004 3.268068 0.026 0.005 -0.015
H -4.895841 1.108561 2.162720 0.030 0.015 0.034
H -2.963188 0.271468 0.978052 0.012 -0.017 0.001
H -4.414389 -0.421905 0.293022 -0.019 0.008 0.011
H -2.643809 -2.095654 0.443892 -0.051 0.068 0.049
H -4.022139 -2.564202 1.407227 -0.013 0.008 -0.021
H -1.988860 -3.074324 2.611232 -0.019 -0.007 0.027
H -2.846325 -1.829325 3.487014 -0.027 -0.008 -0.016
H -0.462833 -1.362402 1.615669 -0.004 0.036 -0.015
H -0.413353 -1.333933 3.382302 0.033 0.010 -0.028
H -1.304666 -0.088165 2.511990 0.025 0.005 -0.034
```
Forces are in eV/Å.

Mulliken atomic charge list, values in e, 6 entries:
1. C -0.977
2. N -0.309
3. C -0.858
4. N 0.217
5. C -0.310
6. O -0.307